Record 1
C4H5FS | wB97M-V/def2-TZVPD

CARTESIAN COORDINATES (ANGSTROEM)
S -1.494 -1.032 -0.357
F 1.391 1.453 -1.089
C 0.324 -0.320 2.035
C -0.419 -0.037 -1.087
C 0.709 0.498 -0.368
C 1.001 0.459 0.955
H 0.820 -0.130 2.997
H -0.602 0.306 -2.105
H 1.830 1.100 1.224
H -0.709 -0.026 2.282
H 0.360 -1.424 1.897

- Multiplicity: 1
- Energy relative to the best compared isomer or geometry (same formula, charge and spin): 18.8 kcal per mole
- Frontier orbital gap: 7.9 eV
- Total energy: -17780.22039 eV


Record 2
C4H5FS2 | wB97M-V/def2-TZVPD

CARTESIAN COORDINATES (ANGSTROEM)
S 1.778 -0.639 -0.159
S -3.666 0.239 -0.039
F -0.830 0.981 -0.394
C 2.070 1.076 0.119
C 0.138 -1.038 -0.106
C -1.004 -0.327 -0.221
C -2.362 -0.876 0.004
H 1.397 1.885 -0.498
H 0.042 -2.188 -0.176
H 2.024 1.388 1.368
H 3.122 1.416 -0.173
H -2.708 -1.917 0.277

- Multiplicity: 1
- Energy relative to the best compared isomer or geometry (same formula, charge and spin): 41.7 kcal per mole
- Frontier orbital gap: 7.4 eV
- Total energy: -28614.13783 eV


Record 3
C4H5FeO4 | wB97M-V/def2-TZVPD

CARTESIAN COORDINATES (ANGSTROEM)
Fe -0.011 1.593 -0.082
O 1.399 0.691 -1.041
O -1.914 -0.608 0.772
O 1.530 1.352 1.047
O 3.323 0.394 0.088
C -0.929 -2.080 -0.862
C 2.187 0.875 0.013
C -2.078 0.538 0.083
C -1.751 -1.830 0.169
H -0.813 -1.387 -1.699
H -0.519 -3.087 -0.947
H -2.253 -2.609 0.744
H -2.523 1.326 0.701
H -2.348 0.440 -0.977

- ⟨S²⟩: 12.03
- Total charge: +1
- Multiplicity: 7
- Frontier orbital gap (spin up / spin down): 9.1 / 6.0 eV
- Total energy: -46792.74002 eV


Record 4
C4H5GaO2 | wB97M-V/def2-TZVPD

CARTESIAN COORDINATES (ANGSTROEM)
Ga 0.917 2.507 -2.735
O -1.401 -1.307 1.527
O 0.364 1.092 -2.092
C -0.376 -1.406 0.561
C 0.285 -0.102 0.384
C 1.167 0.760 0.658
C 0.181 1.462 -0.838
H -1.976 -2.073 1.453
H -0.819 1.795 -0.492
H 0.383 -2.151 0.856
H 2.055 1.153 1.134
H -0.778 -1.729 -0.416

- Total charge: +2
- Multiplicity: 1
- Energy relative to the best compared isomer or geometry (same formula, charge and spin): 1.1 kcal per mole
- Frontier orbital gap (spin up / spin down): 4.5 / 6.2 eV
- Total energy: -60672.78613 eV


Record 5
C4H5GaO3 | wB97M-V/def2-TZVPD

CARTESIAN COORDINATES (ANGSTROEM)
Ga 2.561 0.642 0.761
O -0.868 1.040 -0.515
O 1.160 1.685 0.019
O 0.806 -0.176 1.602
C 0.312 0.734 0.032
C 0.790 -0.686 0.264
C 2.128 -0.873 -0.398
C -2.031 0.282 -0.204
H -1.970 -0.138 0.809
H -2.870 0.982 -0.255
H 2.125 -1.496 -1.303
H -2.177 -0.525 -0.935
H 0.033 -1.471 0.125

- ⟨S²⟩: 0.77
- Total charge: +1
- Multiplicity: 2
- Energy relative to the best compared isomer or geometry (same formula, charge and spin): 36.4 kcal per mole
- Frontier orbital gap (spin up / spin down): 6.1 / 6.9 eV
- Total energy: -62734.45925 eV


Record 6
C4H5GdO2 | wB97M-V/def2-TZVPD

CARTESIAN COORDINATES (ANGSTROEM)
Gd 4.396 2.161 -1.222
O -1.563 -2.216 -0.489
O 2.324 1.371 1.409
C -1.200 -0.905 -0.838
C -0.571 -0.449 0.482
C 1.212 1.114 1.125
C 0.125 0.833 0.424
H -0.441 -1.018 -1.641
H -0.227 1.660 -0.201
H -1.213 -0.470 1.372
H -1.943 -0.124 -1.103
H -0.901 -1.958 0.681

- ⟨S²⟩: 20.37
- Total charge: +1
- Multiplicity: 9
- Energy relative to the best compared isomer or geometry (same formula, charge and spin): 136.1 kcal per mole
- Frontier orbital gap (spin up / spin down): 6.4 / 6.8 eV
- Total energy: -29143.54135 eV


Record 7
C4H5GdO2 | wB97M-V/def2-TZVPD

CARTESIAN COORDINATES (ANGSTROEM)
Gd -1.549 -4.260 1.421
O 0.609 2.537 0.589
O -0.745 -2.091 0.550
C -0.478 0.059 -0.486
C 0.713 1.417 0.092
C -1.040 -0.950 0.302
C 1.502 0.381 -0.288
H 2.012 0.428 -1.255
H -0.276 2.956 0.511
H -1.972 -0.255 -0.357
H -0.628 0.084 -1.569
H 1.852 -0.308 0.491

- ⟨S²⟩: 16.78
- Total charge: +4
- Multiplicity: 8
- Frontier orbital gap (spin up / spin down): 8.7 / 4.0 eV
- Total energy: -29098.19246 eV


Record 8
C4H5HgLiO7 | wB97M-V/def2-TZVPD

CARTESIAN COORDINATES (ANGSTROEM)
Hg -1.722 1.560 4.448
O 1.736 1.338 2.326
O 0.263 -2.613 -3.495
O -0.230 2.400 2.778
O 0.027 0.214 3.288
O -0.790 -0.671 -3.561
O -0.260 0.887 1.061
O 0.096 -1.436 -1.634
C 0.129 -0.308 0.464
C -0.167 -1.569 -2.941
C -0.335 -0.247 -0.979
C 0.300 1.218 2.462
Li -0.495 -1.829 -5.120
H 0.089 0.636 -1.477
H -1.431 -0.169 -1.025
H -0.319 -1.190 0.958
H 1.227 -0.430 0.498
H 1.882 2.210 1.947

- ⟨S²⟩: 0.76
- Total charge: -1
- Multiplicity: 2
- Energy relative to the best compared isomer or geometry (same formula, charge and spin): 0.0 kcal per mole
- Frontier orbital gap (spin up / spin down): 5.4 / 4.9 eV
- Total energy: -22942.59661 eV


Record 9
C4H5I | wB97M-V/def2-TZVPD

CARTESIAN COORDINATES (ANGSTROEM)
I 1.521 -3.507 1.773
C -0.063 1.097 -0.523
C -0.206 1.424 -1.802
C 0.456 0.797 0.794
C -0.797 0.535 0.603
H 1.172 0.980 1.553
H -1.231 1.180 -2.011
H 0.550 1.790 -2.479
H -1.753 0.115 0.868
H 0.351 -4.411 1.224

- Multiplicity: 1
- Energy relative to the best compared isomer or geometry (same formula, charge and spin): 56.6 kcal per mole
- Frontier orbital gap: 8.8 eV
- Total energy: -12325.61345 eV


Record 10
C4H5IN2 | wB97M-V/def2-TZVPD

CARTESIAN COORDINATES (ANGSTROEM)
I -2.832 -0.093 0.081
N 1.410 -1.008 -0.175
N 0.443 -0.875 -1.287
C 0.268 1.188 -0.206
C -0.972 -0.633 0.956
C 0.163 -0.229 -0.002
C 0.517 2.359 -0.150
H -0.816 -1.741 0.968
H -0.741 -0.049 1.780
H -0.204 -1.649 -1.315
H 0.438 3.358 -0.432
H 2.327 -0.628 -0.217

- Multiplicity: 1
- Energy relative to the best compared isomer or geometry (same formula, charge and spin): 101.7 kcal per mole
- Frontier orbital gap: 9.8 eV
- Total energy: -15305.13586 eV


Record 11
C4H5IN2O | wB97M-V/def2-TZVPD

CARTESIAN COORDINATES (ANGSTROEM)
I -0.723 1.190 2.181
O -0.730 2.190 -0.863
N 1.166 -1.734 1.619
N 0.584 0.989 0.662
C -0.503 -0.288 -1.136
C 0.670 -1.240 0.658
C 0.095 1.087 -0.644
C -0.041 -1.365 -0.533
H -1.203 -0.530 -1.958
H -1.357 2.422 -0.186
H 0.897 0.988 -1.381
H 1.472 -1.380 2.495
H -0.327 -2.331 -0.914

- Multiplicity: 1
- Energy relative to the best compared isomer or geometry (same formula, charge and spin): 86.6 kcal per mole
- Frontier orbital gap: 7.8 eV
- Total energy: -17352.90276 eV


Record 12
C4H5IN2OS | wB97M-V/def2-TZVPD

CARTESIAN COORDINATES (ANGSTROEM)
I 0.479 3.635 1.703
S 0.630 -0.762 -1.241
O -0.788 -0.731 1.518
N 0.028 0.347 1.029
N 1.806 3.638 -0.911
C 1.209 2.986 -0.072
C 0.532 0.438 -0.061
C -1.405 -1.591 0.484
C -0.313 -2.103 -0.437
H -2.336 -1.227 -0.113
H -1.910 -2.453 1.032
H -0.652 -2.713 -1.207
H 2.324 3.291 -1.739
H 0.397 -2.756 0.015

- Multiplicity: 1
- Energy relative to the best compared isomer or geometry (same formula, charge and spin): 130.4 kcal per mole
- Frontier orbital gap (spin up / spin down): 7.6 / 6.9 eV
- Total energy: -28185.93254 eV